DFT (wB97M-V/def2-TZVPD) results for a molecular structure, C24H29Cl2N4O4PtS.

Orbital gap (spin up / spin down) = 0.1691 / 0.1983 Eh
E_tot = -78636.590 eV
Expectation value of S² = 2.074
Total charge = -1
Energy relative to the best compared isomer or geometry (same formula, charge and spin) = 10.0 kJ/mol
2S+1 = 3
F_max = 1.20 eV/A
Molar mass = 735.571 Da
HOMO energy (spin up / spin down) = -2.5 / -5.1 eV
Lowest unoccupied orbital energy (spin up / spin down) = 2.12 / 0.26 eV

CARTESIAN COORDINATES (ANGSTROEM)
H  1.2262  -1.2566  1.8310
C  0.3644  2.5302  0.9587
H  4.3948  4.9995  -3.1651
H  1.3821  0.0976  -2.1693
H  -1.3897  3.3271  -0.0090
O  -2.1176  1.0923  -1.1154
C  3.4447  -2.5346  5.7528
H  -0.5068  2.5190  2.9127
C  2.7072  1.3621  -3.2421
H  1.4256  3.7947  2.3437
H  2.1052  -5.1166  0.1526
O  -2.0141  -1.2513  -0.9598
H  0.0525  4.3090  -0.3050
C  1.8295  1.0789  -2.2184
H  0.0602  0.9301  2.3928
H  -1.4625  1.5951  1.7645
C  5.6143  0.3371  0.3906
O  -4.1148  -0.2302  -1.7247
H  3.9021  0.5753  -4.8553
H  6.0833  -0.0341  1.2896
H  1.3805  -4.2379  -2.0498
C  -0.4724  3.7103  0.4379
S  -3.0452  -0.1122  -0.7764
C  2.9082  -2.3901  4.4362
C  1.7793  -4.0872  0.0518
N  3.8935  -0.1938  5.8641
C  1.7731  -3.2615  1.2112
C  2.1285  3.2810  -1.2988
H  -0.7394  4.3538  1.2792
H  2.6317  -4.4362  4.3725
C  -0.4460  1.8368  2.0577
O  -3.4458  -0.0188  0.6115
H  1.9126  4.0632  -0.5895
C  1.2772  -1.9441  1.0000
H  2.0474  2.1445  2.2472
C  3.6607  4.9441  -2.3611
H  3.4981  -3.5177  6.2050
H  3.1753  -0.6605  -3.8074
C  3.3668  -0.1510  4.6440
C  1.3663  -3.6111  -1.1674
Cl  3.8940  -0.0160  0.4889
C  3.0149  3.5797  -2.3144
N  0.6775  1.5985  -0.1831
C  3.0124  0.3113  -4.2812
H  6.0114  -0.1359  -0.4959
H  4.0348  2.8451  -4.0576
H  2.4548  3.2958  0.9940
C  3.3139  2.6169  -3.2779
N  2.8651  -1.1356  3.9082
C  2.1293  -3.8968  2.4418
H  3.3601  0.8316  4.1852
H  2.1164  -4.9772  2.3136
Pt  -0.5002  0.0201  -0.4989
H  4.3345  -1.5091  7.4018
N  0.8152  -1.5157  -0.1805
C  1.5225  2.0069  -1.1935
C  2.5097  -3.5582  3.7445
C  1.6610  2.9747  1.6619
H  2.1787  0.2006  -4.9798
C  0.8801  -2.3223  -1.2708
H  0.4774  -1.9414  -2.1961
H  4.1699  5.1645  -1.4202
H  2.9173  5.7267  -2.5270
Cl  5.9410  2.0802  0.2728
C  3.9102  -1.4327  6.4057

Forces on atoms 1 to 3 (eV/Å):
-0.06 0.08 0.05
0.24 0.08 0.05
-0.01 0.02 0.02



DFT (wB97M-V/def2-TZVPD) results for 2 unconnected molecules or ions with the total composition C9H14.

Orbital gap (spin up / spin down) = 0.1076 / 0.2712 Eh
E_tot = -9557.071 eV
Expectation value of S² = 0.759
Total charge = -1
Energy relative to the best compared isomer or geometry (same formula, charge and spin) = 166.6 kJ/mol
2S+1 = 2
F_max = 7.36 eV/A
Molar mass = 122.211 Da
HOMO energy (spin up / spin down) = 1.0 / -3.5 eV
Lowest unoccupied orbital energy (spin up / spin down) = 3.96 / 3.85 eV

CARTESIAN COORDINATES (ANGSTROEM)
C  -2.9004  -0.8679  1.2200
C  0.9442  2.1255  -0.3413
H  -1.0864  2.6852  -0.6949
H  -2.4894  -1.6646  0.6228
H  -0.9167  0.1673  1.4804
C  2.8979  -1.2014  -1.0163
C  -1.5945  -0.4141  2.1326
H  1.1835  3.1351  0.0739
C  -0.3616  1.7812  -0.7927
C  1.6989  -0.1626  -0.9579
C  -0.6702  0.5762  -1.2045
H  -1.5893  0.2958  -1.5531
H  -1.9845  0.2648  2.9159
H  -1.1177  -1.3117  2.5026
H  3.0074  1.2589  -0.1882
C  0.3520  -0.4088  -1.2987
H  2.8848  -1.5653  -2.1371
H  3.9136  -0.8070  -0.7556
H  0.0516  -1.4762  -1.6217
C  1.9200  1.1543  -0.4488
H  -3.3251  -0.1283  0.6955
H  2.6992  -2.1508  -0.4665
H  -3.5173  -1.2857  1.8334

Forces on atoms 1 to 3 (eV/Å):
7.35 -0.26 0.29
0.49 1.34 0.69
0.70 -1.89 -0.42



DFT (wB97M-V/def2-TZVPD) results for a molecular structure, C3H7AgClNO.

Orbital gap (spin up / spin down) = 0.2944 / 0.1798 Eh
E_tot = -23274.584 eV
Expectation value of S² = 0.755
Total charge = +1
2S+1 = 2
F_max = 3.83 eV/A
Molar mass = 216.416 Da
HOMO energy (spin up / spin down) = -13.2 / -13.2 eV
Lowest unoccupied orbital energy (spin up / spin down) = -5.22 / -8.33 eV

CARTESIAN COORDINATES (ANGSTROEM)
H  1.3629  -1.6340  1.6023
H  1.1383  0.0835  1.9336
H  2.6098  -0.3830  1.2870
C  -0.6043  0.5236  -1.6677
Ag  -4.1337  -0.6721  0.8706
C  1.5503  -0.6304  1.2204
H  -0.5577  0.6152  0.4396
H  0.1891  0.6976  -2.3946
N  -0.0122  0.2898  -0.3456
H  -1.2606  1.3937  -1.6525
C  1.1759  -0.2716  -0.1844
Cl  -2.1855  0.9523  1.9482
H  -1.2457  -0.2935  -1.9981
O  1.9736  -0.6712  -1.0588

Forces on atoms 1 to 3 (eV/Å):
-0.10 -0.08 -0.76
-0.66 0.10 -0.33
0.29 -0.58 0.18